No. 1
{"formula": "C28H68Br8N4O12", "method": "ωB97M-V/def2-TZVPD", "orbital_gap_ha": 0.3449, "max_force_ev_per_a": 3.22, "lumo_energy_ev": -0.045, "smiles": "C[N+](=O)[O-].C[N+](=O)[O-].C[N+](=O)[O-].C[N+](=O)[O-].BrCCBr.BrCCBr.BrCCBr.BrCCBr.CCOCC.CCOCC.CCOCC.CCOCC", "symbols": ["C", "N", "O", "O", "H", "H", "H", "C", "N", "O", "O", "H", "H", "H", "C", "N", "O", "O", "H", "H", "H", "C", "N", "O", "O", "H", "H", "H", "Br", "C", "C", "Br", "H", "H", "H", "H", "Br", "C", "C", "Br", "H", "H", "H", "H", "Br", "C", "C", "Br", "H", "H", "H", "H", "Br", "C", "C", "Br", "H", "H", "H", "H", "C", "C", "O", "C", "C", "H", "H", "H", "H", "H", "H", "H", "H", "H", "H", "C", "C", "O", "C", "C", "H", "H", "H", "H", "H", "H", "H", "H", "H", "H", "C", "C", "O", "C", "C", "H", "H", "H", "H", "H", "H", "H", "H", "H", "H", "C", "C", "O", "C", "C", "H", "H", "H", "H", "H", "H", "H", "H", "H", "H"], "xyz": [[-3.0710, 3.6624, -3.0912], [-2.9306, 2.2419, -2.8237], [-3.4282, 1.5329, -3.6325], [-2.3168, 1.9158, -1.8054], [-3.2436, 4.0529, -2.0883], [-3.8923, 3.9522, -3.7465], [-2.0760, 3.8921, -3.4726], [1.8360, -5.5334, 4.1654], [2.0988, -4.7010, 2.9502], [1.4731, -3.6111, 2.9103], [2.8986, -5.1467, 2.1295], [2.4779, -6.4110, 4.2419], [0.8262, -5.9272, 4.0497], [1.9722, -5.0225, 5.1186], [-0.2347, 0.4901, -4.5132], [-1.1413, -0.6270, -4.1560], [-2.0319, -0.8788, -4.9328], [-0.7787, -1.2234, -3.1588], [0.4021, 0.6850, -3.6503], [-0.8519, 1.3514, -4.7687], [0.3151, 0.1189, -5.3781], [2.4317, 1.8250, 2.3417], [3.0096, 1.9414, 3.7419], [3.1095, 0.9193, 4.3732], [3.2853, 3.0364, 4.1927], [1.6384, 2.5719, 2.3128], [1.9388, 0.8588, 2.2337], [3.1685, 1.9720, 1.5520], [-1.1990, -2.0153, 1.4228], [0.5511, -1.2324, 0.7154], [0.1112, 0.0299, -0.0552], [1.5526, 0.9343, -1.0051], [1.0038, -1.9017, -0.0162], [1.1759, -0.9778, 1.5715], [-0.2908, 0.8365, 0.5579], [-0.6686, -0.1852, -0.7857], [4.8536, -5.9297, -0.5260], [4.1865, -4.7016, -1.9658], [3.4133, -3.5736, -1.2475], [2.2887, -2.6524, -2.5690], [3.6209, -5.3611, -2.6240], [5.0716, -4.3094, -2.4667], [4.0179, -2.8087, -0.7602], [2.7330, -3.9785, -0.4983], [3.9711, -1.6677, 2.1699], [5.9491, -1.7162, 1.7832], [6.4490, -0.2695, 1.5624], [5.5470, 0.6498, 0.0019], [6.2541, -2.4085, 0.9985], [6.4376, -2.0159, 2.7104], [7.5280, -0.3055, 1.4120], [6.3951, 0.4192, 2.4055], [-1.6351, -4.4179, 4.1011], [-3.2925, -5.0127, 3.2069], [-3.0319, -5.1305, 1.7245], [-4.7728, -5.6918, 0.8019], [-4.0285, -4.2168, 3.3205], [-3.7663, -5.8798, 3.6673], [-2.3268, -5.9070, 1.4279], [-2.7535, -4.1344, 1.3804], [-0.8857, 8.4807, 2.2242], [-1.4709, 7.0673, 2.1456], [-0.7535, 6.3170, 1.1198], [-1.0334, 4.9120, 1.2928], [-0.6283, 4.1593, -0.0179], [0.1952, 8.4403, 2.0890], [-1.2624, 9.0404, 1.3681], [-1.2867, 8.9845, 3.1036], [-1.2826, 6.6246, 3.1236], [-2.5497, 7.0510, 1.9900], [-0.5240, 4.5110, 2.1690], [-2.1123, 4.7609, 1.3269], [-0.9394, 3.1214, 0.1012], [0.4454, 4.1991, -0.2017], [-1.1283, 4.5995, -0.8807], [-2.3522, 0.7735, 2.8222], [-3.1779, 1.7718, 3.7041], [-3.1493, 3.0800, 3.1333], [-3.9177, 4.1404, 3.6410], [-3.2231, 4.6739, 4.8018], [-2.5537, -0.2581, 3.1106], [-2.5815, 0.8425, 1.7588], [-1.2934, 1.0279, 2.8711], [-4.1963, 1.4065, 3.8363], [-2.6579, 1.7455, 4.6617], [-3.9844, 4.9148, 2.8768], [-4.8835, 3.8669, 4.0660], [-3.1107, 4.0853, 5.7124], [-3.6409, 5.6182, 5.1509], [-2.2177, 4.9041, 4.4495], [-7.8007, -2.3617, -1.8436], [-6.5311, -2.9934, -1.2043], [-5.4877, -2.1975, -1.6043], [-4.3217, -2.6138, -0.9481], [-3.2999, -1.6989, -1.4739], [-7.7860, -2.3009, -2.9318], [-8.6911, -2.9611, -1.6540], [-7.9453, -1.3783, -1.3961], [-6.7075, -2.8221, -0.1424], [-6.3536, -4.0457, -1.4266], [-4.4161, -2.4780, 0.1293], [-4.0116, -3.6367, -1.1616], [-3.5831, -0.6621, -1.2924], [-3.2917, -1.7997, -2.5592], [-2.3061, -1.9424, -1.0982], [7.6463, -1.3467, -5.8243], [6.1456, -1.2999, -5.8628], [5.6719, -0.7359, -4.6492], [4.2772, -0.6155, -4.7051], [3.9433, 0.1418, -3.4546], [8.0475, -0.3667, -5.5659], [7.9433, -2.1411, -5.1396], [8.0660, -1.6046, -6.7966], [5.8512, -0.7142, -6.7336], [5.7353, -2.2995, -6.0061], [3.8944, -0.0273, -5.5391], [3.7300, -1.5571, -4.7516], [4.4499, -0.2216, -2.5605], [2.8648, 0.2146, -3.3143], [4.1934, 1.1978, -3.5571]], "forces_ev_per_angstrom": [[0.442, 1.091, 1.169], [0.024, 0.333, 1.278], [-0.441, -2.098, -1.022], [-0.406, -0.062, -1.028], [0.334, 0.615, -0.256], [0.291, -0.632, -0.127], [-0.218, 0.725, 0.008], [-0.099, -1.100, 0.344], [0.003, 1.193, 0.448], [1.542, -2.417, -0.434], [-1.342, 1.045, 0.707], [0.302, 0.261, -0.720], [-0.082, 0.396, 0.159], [-0.323, 0.667, -0.503], [-0.145, 0.435, -0.046], [1.254, 0.540, -0.160], [-0.179, -0.484, 0.597], [-0.952, -0.679, -0.098], [-0.043, -0.021, -0.258], [0.129, -0.113, -0.159], [0.066, 0.286, 0.044], [-0.746, 0.267, 0.362], [-0.195, 0.081, -0.226], [0.088, -0.681, 0.147], [-0.052, 0.078, -0.694], [0.286, 0.246, -0.216], [0.500, 0.008, 0.251], [0.117, 0.099, 0.408], [1.729, 0.350, -0.481], [-1.203, 1.156, -0.668], [-0.653, 0.107, 0.353], [0.134, -0.261, 0.130], [-0.093, -0.350, 0.542], [-0.148, -0.488, -0.127], [0.049, -0.358, 0.350], [0.311, -0.179, -0.117], [-0.034, 0.456, -0.589], [0.352, 0.323, 1.180], [-0.328, -0.769, -0.477], [-0.008, -0.278, 0.311], [-0.182, 0.445, 0.192], [-0.143, -0.150, -0.011], [0.215, -0.224, -0.280], [0.027, -0.001, -0.155], [1.406, -0.500, -0.385], [-0.298, 1.801, 0.780], [-0.024, -0.218, -0.629], [0.808, -0.646, 1.027], [-0.627, 0.169, -0.120], [-0.294, -0.274, 0.059], [-0.022, -0.087, -0.785], [-0.871, -0.313, 0.049], [-0.738, -0.477, -0.135], [-0.737, 0.330, -0.190], [-0.732, -0.389, -0.168], [1.150, 0.363, 0.782], [0.264, 0.178, 0.258], [0.712, -0.183, 0.068], [-0.045, 0.264, 0.109], [-0.105, -0.437, -0.545], [-1.068, -0.377, -1.259], [1.631, 0.029, -0.078], [-1.068, -0.176, 1.258], [0.204, 0.274, -2.380], [0.179, 0.507, 1.233], [-0.043, 0.079, 0.658], [0.040, 0.183, -0.113], [0.564, 0.002, 0.172], [-0.009, -0.474, 0.066], [-0.109, 0.029, -0.305], [-0.109, 0.003, 0.143], [-0.121, 0.037, 0.668], [0.028, -0.026, -0.208], [0.039, -0.025, 0.069], [-0.097, -0.023, 0.121], [-0.798, 1.196, -0.039], [0.802, -0.356, -0.606], [0.095, -1.042, -1.307], [-0.512, -1.046, 0.868], [1.958, 2.065, 1.503], [0.239, 0.224, 0.277], [-0.437, 0.126, -0.021], [0.105, -0.255, 0.370], [-0.199, 0.109, -0.039], [-0.253, 0.289, 0.406], [-0.246, -0.279, -0.156], [-0.677, -0.530, -0.992], [-0.298, -0.586, -0.332], [-0.207, 0.171, -0.101], [0.306, 0.139, 0.328], [0.014, -0.995, 0.013], [-2.627, 1.162, -0.414], [0.615, -0.477, -0.059], [0.573, 0.758, -0.100], [1.122, 0.598, -0.803], [0.493, 0.222, -0.003], [-0.036, -0.072, 0.400], [0.013, 0.019, -0.218], [0.226, -0.647, 0.514], [-0.177, -0.140, -0.051], [-0.251, -0.236, 0.390], [-0.475, -0.324, -0.059], [0.253, 0.066, 0.305], [0.175, -0.064, -0.041], [-0.104, 0.271, -0.073], [0.213, -0.376, -0.095], [0.495, 0.115, -0.113], [0.088, -0.589, -1.475], [-0.450, 0.760, 1.176], [-0.952, 1.047, 0.216], [0.053, -0.154, 0.305], [0.349, 0.338, 0.248], [-0.146, -0.062, -0.123], [-0.392, 0.342, 0.010], [-0.155, -0.225, 0.056], [0.433, 0.147, -0.549], [0.386, -0.446, 0.069], [-0.257, -0.278, -0.117], [-0.014, -0.537, 0.246], [0.568, 0.072, -0.161]]}

---

No. 2
{"formula": "C3H4P2", "method": "ωB97M-V/def2-TZVPD", "orbital_gap_ha": 0.2766, "max_force_ev_per_a": 2.95, "lumo_energy_ev": -0.547, "symbols": ["C", "C", "C", "P", "P", "H", "H", "H", "H"], "xyz": [[-0.9032, 0.1392, 1.2805], [-0.4826, -0.3958, 0.1518], [3.0022, -0.0645, -1.9665], [1.2518, 0.3277, -0.3917], [2.8102, -1.1674, -0.7571], [-1.8391, -0.1348, 1.7447], [-0.3129, 0.8855, 1.7901], [-1.0086, -1.1518, -0.4102], [3.2455, -0.0269, -3.0078]], "forces_ev_per_angstrom": [[-0.069, 0.047, 0.026], [1.762, -0.234, -1.387], [-2.322, -0.688, 1.689], [0.530, 0.493, -0.004], [0.160, 0.124, -0.199], [-0.113, -0.090, 0.003], [0.116, 0.213, 0.127], [-0.205, -0.064, 0.046], [0.141, 0.199, -0.301]]}

---

No. 3
{"formula": "C16H32CuO2P2", "method": "ωB97M-V/def2-TZVPD", "orbital_gap_ha": [0.1627, 0.1584], "max_force_ev_per_a": 2.43, "lumo_energy_ev": [-0.592, -0.594], "spin_multiplicity": 2, "symbols": ["P", "P", "C", "C", "H", "H", "H", "H", "C", "H", "H", "H", "C", "H", "H", "H", "C", "H", "H", "H", "C", "H", "H", "H", "Cu", "C", "C", "C", "C", "C", "C", "C", "C", "C", "H", "H", "H", "H", "H", "H", "H", "H", "H", "H", "H", "H", "H", "H", "H", "O", "C", "O", "H"], "xyz": [[0.1398, -1.9973, -1.7573], [0.2713, 2.0174, -1.4784], [-0.2905, -0.5199, -2.7174], [0.6914, 0.6695, -2.6256], [-1.3285, -0.2198, -2.4896], [-0.2982, -0.8843, -3.7579], [1.7278, 0.3464, -2.4263], [0.7232, 1.1456, -3.6213], [-1.1598, 2.8474, -2.2124], [-1.5314, 3.6198, -1.5264], [-1.9736, 2.1339, -2.4044], [-0.8651, 3.3183, -3.1598], [1.6539, 3.1725, -1.5514], [1.5250, 3.8303, -2.4226], [2.5982, 2.6173, -1.6436], [1.6694, 3.7775, -0.6344], [-1.0390, -3.2766, -2.1436], [-1.0207, -4.0538, -1.3643], [-0.7549, -3.7140, -3.1129], [-2.0506, -2.8498, -2.2204], [1.7795, -2.5486, -2.2456], [2.4816, -1.7100, -2.3328], [1.6742, -3.0331, -3.2239], [2.1564, -3.2778, -1.5147], [1.0849, 0.0113, 4.5903], [-0.1479, 1.7445, 0.2331], [-1.5390, 1.5944, 0.6200], [-2.3980, 0.5052, 0.2429], [-2.0535, -0.7699, 1.1172], [-1.1930, -1.7382, 0.4868], [0.1734, -1.6553, -0.0445], [1.2279, -0.5262, 0.3293], [0.7672, 0.7259, 1.0434], [1.4360, -1.8304, 4.6137], [0.1441, 2.7312, 0.6577], [-1.8652, 2.2103, 1.4593], [-2.3631, 0.2529, -0.8354], [-3.4339, 0.8007, 0.4881], [-1.6755, -0.4412, 2.1024], [-3.0139, -1.2886, 1.3029], [-1.6033, -2.7547, 0.4420], [0.6567, -2.5891, 0.3300], [1.8162, -0.2401, -0.5612], [1.9569, -1.0222, 0.9989], [0.2629, 0.4655, 1.9847], [1.6761, 1.2735, 1.3521], [2.2427, -2.0598, 5.3250], [1.6960, -2.1359, 3.5910], [0.4905, -2.3007, 4.9246], [-0.9164, 0.9157, 4.0031], [-0.3072, 1.9314, 4.4434], [0.9329, 1.8883, 4.7917], [-0.8336, 2.8904, 4.5543]], "forces_ev_per_angstrom": [[-0.160, 0.792, 0.481], [-0.694, 0.393, -0.515], [-0.183, -0.073, -0.743], [0.291, -0.287, -0.418], [0.445, -0.288, 0.044], [-0.085, 0.280, 0.159], [-0.473, 0.162, -0.062], [-0.013, 0.067, 0.360], [-0.013, 0.129, -0.254], [0.118, -0.265, -0.106], [0.261, 0.177, 0.181], [-0.059, -0.131, 0.179], [0.242, 0.035, -0.126], [0.155, -0.197, 0.240], [-0.220, 0.247, 0.084], [0.032, -0.177, -0.318], [-0.205, -0.358, -0.612], [-0.002, 0.347, -0.246], [-0.111, -0.014, 0.188], [0.452, -0.195, 0.221], [0.139, -0.330, -1.047], [-0.159, -0.280, 0.099], [0.434, -0.010, 0.130], [-0.165, 0.265, -0.160], [0.989, -0.843, 0.233], [1.249, -0.182, 2.081], [-1.110, 1.264, -0.339], [-1.067, 0.040, 0.122], [-0.690, 0.065, 0.743], [-0.441, -1.302, -1.308], [0.930, -0.176, 2.201], [0.180, -0.872, 0.047], [0.446, 0.349, -0.083], [0.046, -0.168, 0.013], [0.021, -0.302, -0.385], [0.319, -0.227, -0.141], [-0.004, -0.129, 0.505], [0.248, -0.123, -0.220], [-0.463, 0.332, -0.298], [0.422, 0.274, 0.060], [0.319, 0.325, 0.183], [0.324, 0.083, -0.315], [-0.074, -0.174, 0.303], [-0.381, 0.373, -0.201], [-0.040, 0.196, -0.276], [-0.257, -0.207, -0.101], [-0.151, -0.259, -0.280], [0.072, -0.389, 0.162], [0.272, -0.209, -0.096], [-0.215, 1.857, 0.135], [0.765, -1.395, -0.080], [-1.681, 1.378, -0.425], [-0.054, 0.133, 0.003]]}